# 1
Density functional theory data (the ωB97M-V functional and the def2-TZVPD basis) for C37H35ClIrN2S2Si2 as an isolated structure at a distorted geometry.

Structure (XYZ):
```
80
Properties=species:S:1:pos:R:3
C -1.202 -0.426 1.453
C -1.753 0.305 0.355
C -1.615 -0.511 -0.831
H -2.319 1.236 0.403
C -0.855 -1.710 -0.447
C -0.632 -1.620 0.975
H -0.142 -2.382 1.587
H -1.253 -0.107 2.494
H -2.119 -0.386 -1.784
H -0.713 -2.563 -1.105
Ir 0.333 0.092 -0.869
Si 0.718 0.151 -6.598
C 1.028 1.676 -7.607
C 2.192 1.956 -8.344
H 3.087 1.351 -8.199
C 2.201 3.005 -9.274
H 3.094 3.201 -9.875
C 1.064 3.805 -9.442
H 1.073 4.633 -10.156
C -0.088 3.539 -8.690
H -0.998 4.129 -8.831
C -0.084 2.516 -7.740
H -0.953 2.364 -7.093
C 1.188 -1.215 -7.735
C 0.508 -1.209 -8.963
H -0.238 -0.437 -9.178
C 0.779 -2.198 -9.914
H 0.274 -2.174 -10.878
C 1.670 -3.235 -9.607
H 1.844 -4.030 -10.331
C 2.315 -3.256 -8.356
H 2.990 -4.085 -8.113
C 2.077 -2.255 -7.413
H 2.555 -2.265 -6.428
H -0.746 -0.023 -6.512
Si 0.627 0.286 -3.168
C -0.037 -1.410 -3.727
C -1.361 -1.531 -4.176
H -1.981 -0.647 -4.305
C -1.876 -2.780 -4.521
H -2.928 -2.864 -4.834
C -1.072 -3.917 -4.447
H -1.480 -4.904 -4.690
C 0.279 -3.797 -4.071
H 0.929 -4.673 -4.037
C 0.795 -2.535 -3.742
H 1.857 -2.437 -3.518
C -0.475 1.781 -3.700
C -1.871 1.781 -3.571
H -2.400 0.952 -3.094
C -2.640 2.859 -4.034
H -3.724 2.834 -3.938
C -2.010 3.959 -4.621
H -2.606 4.799 -4.989
C -0.616 3.984 -4.712
H -0.128 4.856 -5.154
C 0.146 2.913 -4.242
H 1.237 2.941 -4.323
H 1.328 0.128 -5.162
Cl 2.731 0.459 -3.127
C -1.052 3.320 -0.499
C 0.124 2.915 0.294
N 0.835 1.795 0.134
C 1.945 1.739 1.008
C 2.012 2.822 1.865
S 0.771 3.955 1.553
C 2.619 0.495 1.008
C 3.572 -0.050 1.840
S 3.847 -1.709 1.487
C 2.586 -1.675 0.280
N 2.052 -0.458 0.149
C 2.193 -2.862 -0.496
H -1.949 3.309 0.139
H -0.905 4.345 -0.880
H -1.190 2.655 -1.364
H 2.749 2.895 2.651
H 4.051 0.513 2.636
H 3.091 -3.404 -0.819
H 1.590 -3.523 0.148
H 1.595 -2.560 -1.375
```

Calculated values
**Net charge**: +2
**Spin multiplicity**: 6
**HOMO level (spin up / spin down)**: -10.91 / -12.35 eV
**Energy above the lowest of the compared OMol25 structures with the same formula, charge and spin**: 31.9 kcal/mol
**Kohn-Sham gap (spin up / spin down)**: 3.75 / 2.13 eV

---

# 2
Density functional theory data (the ωB97M-V functional and the def2-TZVPD basis) for one molecule with the formula C4H5NO.

Structure (XYZ):
```
11
Properties=species:S:1:pos:R:3
O -0.559 -0.552 -1.723
C -1.284 0.100 -1.007
N -0.859 0.857 0.078
C 0.553 0.647 0.381
C 0.850 -0.607 1.116
C 1.180 -0.588 -0.132
H -2.369 0.132 -1.189
H -1.372 0.544 0.899
H 1.148 1.562 0.469
H 0.985 -1.090 2.059
H 1.727 -1.004 -0.950
```

Calculated values
**HOMO level**: -9.34 eV
**SMILES**: O=CNC1C=C1
**Energy above the lowest of the compared OMol25 structures with the same formula, charge and spin**: 67.3 kcal/mol
**Kohn-Sham gap**: 10.39 eV

---

# 3
Density functional theory data (the ωB97M-V functional and the def2-TZVPD basis) for C20H9BrCdCl5N2O4 as an isolated structure at a distorted geometry.

Structure (XYZ):
```
42
Properties=species:S:1:pos:R:3
Cd 0.212 -0.194 0.137
O 2.132 0.024 3.976
C 1.680 0.113 2.864
O 0.552 0.246 2.390
C 2.909 0.087 1.613
O 4.027 0.211 2.042
O 2.425 -0.039 0.486
Br 0.000 -4.495 -6.266
C 0.004 -3.039 -5.041
C 0.089 -3.287 -3.680
C 0.117 -2.225 -2.811
C 0.035 -0.889 -3.249
C -0.047 -0.680 -4.643
C -0.055 -1.742 -5.521
N 0.023 0.081 -2.285
C 0.000 1.362 -2.575
C -0.044 2.362 -1.573
C 0.017 3.728 -1.933
C 0.013 4.690 -0.958
C -0.072 4.293 0.380
C -0.145 2.939 0.660
N -0.131 1.997 -0.267
H 0.135 -4.299 -3.306
H 0.207 -2.405 -1.754
H -0.101 0.314 -5.058
H -0.107 -1.571 -6.587
H 0.031 1.721 -3.605
H 0.081 3.994 -2.978
H 0.080 5.736 -1.217
H -0.077 5.024 1.173
H -0.217 2.593 1.686
Cl -2.985 -0.793 0.179
C -2.091 -2.256 0.302
C -0.717 -2.119 0.441
C 0.019 -3.297 0.515
Cl 1.732 -3.131 0.640
C -0.566 -4.556 0.418
Cl 0.381 -5.985 0.493
C -1.942 -4.648 0.230
Cl -2.671 -6.182 -0.018
C -2.720 -3.492 0.200
Cl -4.426 -3.616 0.018
```

Calculated values
**Net charge**: -1
**HOMO level**: -3.04 eV
**Kohn-Sham gap**: 3.32 eV

---

# 4
Density functional theory data (the ωB97M-V functional and the def2-TZVPD basis) for C5H10MgO3Pm as an isolated structure at a distorted geometry.

Structure (XYZ):
```
20
Properties=species:S:1:pos:R:3
O 0.196 1.541 1.052
C -0.581 1.958 -0.028
C -0.033 1.539 -1.387
O 0.435 0.199 -1.226
C 0.363 -0.706 -2.308
Mg 1.356 0.025 0.580
H -0.744 3.050 -0.045
H -1.562 1.456 0.082
H 0.808 2.170 -1.712
H -0.798 1.596 -2.175
H 1.198 -1.401 -2.164
H -0.582 -1.266 -2.252
H 0.382 -0.130 -3.245
C 1.077 -1.029 2.488
C -0.338 -1.073 2.270
O -0.725 -1.985 1.453
Pm -2.350 -3.108 0.183
H 1.619 -1.974 2.351
H 1.406 -0.320 3.256
H -1.128 -0.543 2.829
```

Calculated values
**Net charge**: +1
**Spin multiplicity**: 5
**HOMO level (spin up / spin down)**: -9.70 / -9.82 eV
**Kohn-Sham gap (spin up / spin down)**: 5.64 / 5.78 eV

---

# 5
Density functional theory data (the ωB97M-V functional and the def2-TZVPD basis) for one molecule with the formula C3H7BO3 at a distorted geometry.

Structure (XYZ):
```
14
Properties=species:S:1:pos:R:3
O 1.387 -1.725 0.387
B 0.488 -0.758 0.231
C -0.913 -0.956 -0.392
O -1.572 0.337 -0.283
C -0.784 1.304 0.480
C 0.647 0.729 0.531
O 1.567 1.257 -0.608
H 1.103 -2.628 0.091
H -0.839 -1.236 -1.344
H -1.530 -1.689 0.107
H -1.128 1.413 1.531
H -0.856 2.290 -0.050
H 1.333 1.026 1.453
H 1.741 2.130 -0.578
```

Calculated values
**HOMO level**: -9.71 eV
**SMILES**: OB1COC[C@@H]1O
**Energy above the lowest of the compared OMol25 structures with the same formula, charge and spin**: 75.8 kcal/mol
**Kohn-Sham gap**: 10.15 eV

---

# 6
Density functional theory data (the ωB97M-V functional and the def2-TZVPD basis) for C22H30F3N5O7PPtS as an isolated structure at a distorted geometry.

Structure (XYZ):
```
70
Properties=species:S:1:pos:R:3
Pt -1.408 1.053 -0.490
C -0.179 2.005 -4.584
O -0.850 0.971 -5.274
C -1.499 -0.025 -4.606
C -1.973 -1.041 -5.433
C -2.626 -2.142 -4.896
C -2.767 -2.261 -3.534
C -2.295 -1.273 -2.643
C -2.414 -1.526 -1.270
N -1.997 -0.736 -0.269
N -2.154 -1.135 0.979
C -1.807 -0.223 1.884
O -1.379 0.971 1.547
C -1.892 -0.598 3.271
C -1.374 0.233 4.279
C -1.444 -0.148 5.598
C -2.040 -1.349 5.965
C -2.584 -2.165 4.977
C -2.515 -1.801 3.653
C -1.696 -0.069 -3.194
O -1.323 0.940 -2.474
H 0.346 2.553 -5.366
H 0.537 1.615 -3.859
H -0.868 2.672 -4.064
H -1.805 -0.942 -6.494
H -3.001 -2.914 -5.555
H -3.234 -3.136 -3.107
H -2.866 -2.462 -0.964
H -0.929 1.175 3.997
H -1.041 0.503 6.362
H -2.087 -1.638 7.005
H -3.070 -3.089 5.258
H -2.948 -2.417 2.881
C 1.727 1.226 2.258
N 2.704 0.883 1.238
C 3.206 2.069 0.560
P 2.208 -0.341 0.170
O 1.104 -0.084 -0.760
N 1.902 -1.663 1.148
C 2.707 -2.049 2.274
C 0.813 -2.559 0.845
N 3.657 -0.575 -0.680
C 4.892 -0.799 0.028
C 3.575 -1.260 -1.947
H 2.222 1.847 3.012
H 1.358 0.317 2.731
H 0.867 1.771 1.853
H 3.815 2.641 1.267
H 2.398 2.708 0.189
H 3.826 1.764 -0.281
H 3.403 -1.252 2.520
H 3.263 -2.971 2.059
H 2.062 -2.239 3.137
H 0.232 -2.141 0.026
H 0.150 -2.671 1.706
H 1.193 -3.548 0.558
H 4.840 -0.294 0.989
H 5.726 -0.382 -0.548
H 5.089 -1.867 0.191
H 2.589 -1.083 -2.368
H 3.730 -2.342 -1.848
H 4.332 -0.866 -2.632
F -1.934 5.986 -0.668
C -2.798 4.975 -0.468
F -4.016 5.436 -0.798
F -2.818 4.732 0.850
S -2.285 3.428 -1.450
O -3.382 2.532 -1.201
O -2.143 3.941 -2.780
O -1.031 3.123 -0.757
```

Calculated values
**Net charge**: -1
**HOMO level**: -4.39 eV
**Kohn-Sham gap**: 6.82 eV